# C8H13ClF2S

A 2-piece molecular cluster, C8H13ClF2S overall (ωB97M-V with the def2-TZVPD basis set, the OMol25 dataset).

```
25
Properties=species:S:1:pos:R:3:forces:R:3:nbo_charge:R:1
C -2.07609 0.17019 1.63387 0.05 0.05 -0.01 -0.60
C -2.03039 0.48891 0.15361 -0.08 0.01 0.03 -0.06
C -3.39393 0.56334 -0.50206 0.01 -0.02 -0.03 -0.61
C -0.84041 -0.05963 -0.61810 0.01 -0.16 0.07 -0.39
S -0.91849 -0.63836 -2.31016 -0.13 -0.16 0.14 0.00
C -0.97199 1.41316 -0.37251 -0.09 0.07 -0.14 -0.22
Cl 0.16990 2.23571 0.68616 -0.24 0.15 0.01 -0.03
H -1.07770 0.12064 2.07591 -0.12 0.01 -0.07 0.22
H -2.64312 0.94029 2.16963 0.08 -0.11 -0.07 0.22
H -2.57268 -0.79157 1.79345 0.03 0.08 -0.02 0.22
H -3.91833 -0.39499 -0.40068 0.08 0.13 -0.02 0.21
H -3.32498 0.79794 -1.56723 0.01 -0.03 0.15 0.23
H -4.00286 1.33195 -0.01487 0.07 -0.08 -0.04 0.22
H -0.09285 -0.56014 -0.00779 -0.28 0.11 -0.13 0.24
H -1.61413 -1.77179 -2.06737 0.15 0.23 -0.04 0.13
H -1.23572 2.04156 -1.21781 0.03 -0.11 0.13 0.24
C 2.38022 -0.19900 0.43087 0.19 0.03 -0.02 -0.64
C 3.75818 -0.78694 0.47485 0.11 -0.13 -0.16 -0.37
C 4.43884 -1.13888 -0.60008 -0.26 0.11 0.27 0.74
F 4.00700 -1.02443 -1.84921 0.11 -0.04 0.09 -0.31
F 5.65599 -1.66033 -0.59075 -0.02 0.02 -0.07 -0.31
H 2.36303 0.79541 0.88839 0.04 -0.27 -0.09 0.23
H 2.02399 -0.10428 -0.59846 0.08 0.01 0.15 0.23
H 1.66718 -0.82450 0.98137 0.19 0.07 -0.01 0.21
H 4.24934 -0.94427 1.42897 -0.02 0.01 -0.13 0.22
```
Forces are in eV/Å.

Output
E_tot	-1370.6849	a.u.
energy above the lowest of the compared OMol25 structures with the same formula, charge and spin	95.9	kJ/mol
structure (SMILES)	CC1(C)[C@@H](S)[C@@H]1Cl.CC=C(F)F
gap between HOMO and LUMO	9.883	eV

# C28H34BrN3O22S2

A 7-piece molecular cluster, C28H34BrN3O22S2 overall in a non-equilibrium geometry (ωB97M-V with the def2-TZVPD basis set, the OMol25 dataset).

```
90
Properties=species:S:1:pos:R:3:forces:R:3:mulliken_charge:R:1
N -1.96689 -0.01651 4.23422 1.42 -0.10 -0.83 -0.32
C -1.06091 -0.43763 3.15129 1.83 -2.53 -2.47 0.27
C -0.07573 0.59213 2.41823 0.92 -3.34 -1.71 0.89
C -0.08886 2.13362 2.82142 0.24 -1.16 -0.59 -1.04
S -1.70648 2.94615 2.28646 -1.44 4.48 -1.15 0.85
O -2.03514 4.11145 3.20964 1.27 -3.65 -1.98 -0.61
O -1.71577 3.29550 0.82066 0.48 -1.60 3.42 -0.55
C 0.87321 0.00379 1.31445 -2.31 -0.46 2.25 -0.54
Br 2.18034 1.15804 0.36876 -1.36 -1.27 1.06 -0.09
C 0.85121 -1.52691 0.93434 -0.31 -2.46 -0.34 0.29
N 1.65239 -2.26418 -0.01811 -3.19 0.13 2.64 -0.47
S 1.11229 -3.90553 -0.00228 -1.03 2.91 1.63 0.12
N -0.14320 -3.93623 1.18918 2.44 5.41 -0.59 -0.60
C -0.14464 -2.55355 1.61014 -0.61 1.37 1.01 0.68
C -1.07354 -1.94849 2.71841 0.23 2.04 0.69 -0.02
C -2.14784 -2.88953 3.50074 0.27 1.22 -0.85 -0.87
C -3.60896 -2.37508 2.97473 1.94 1.03 0.24 -0.42
O -4.52626 -3.47697 2.70353 -2.20 3.17 -1.22 -0.34
C -5.66830 -2.84270 2.08969 -3.55 -2.55 0.29 0.28
O -6.81578 -3.37201 2.08494 5.01 1.81 0.15 -0.51
H -1.53365 -0.18715 5.16274 -0.19 0.00 -0.87 0.25
H -2.16542 0.99360 4.21671 0.29 -0.71 -0.07 0.32
H -0.00172 2.32532 3.94620 -0.22 -0.41 -1.62 0.19
H 0.73073 2.67428 2.22609 -1.37 -0.61 0.88 0.44
H -2.76109 2.02265 2.47510 1.25 0.31 -0.09 0.14
H -1.97576 -4.00074 3.29303 -0.24 1.70 0.14 0.38
H -2.01392 -2.67092 4.61969 -0.40 -0.53 -1.70 0.30
H -3.98988 -1.61716 3.74882 0.19 -1.42 -1.07 0.36
H -3.44032 -1.76258 2.00240 -0.23 -1.17 1.51 0.37
H -5.58830 -1.81209 1.56283 0.75 -1.58 1.04 0.25
O -12.31338 0.15360 1.96005 0.79 -0.65 -0.36 -0.53
C -11.43843 -0.57558 1.58643 -0.90 0.71 0.48 0.66
O -10.72203 -1.39829 2.40099 -0.35 0.50 -0.41 -0.32
C -9.95395 -2.25037 1.56204 0.57 -0.79 0.35 -0.02
C -9.84350 -1.46547 0.29147 0.50 -0.12 -0.63 -0.29
O -11.03176 -0.68724 0.29069 -0.22 0.03 0.51 -0.33
H -8.98034 -2.46038 2.00823 -0.23 0.06 0.06 0.10
H -10.49352 -3.19242 1.42639 0.00 0.08 -0.02 0.22
H -8.98005 -0.79321 0.28830 -0.05 -0.02 0.03 0.23
H -9.79734 -2.10540 -0.59122 -0.14 0.18 0.03 0.30
O 2.51926 0.02960 -3.29293 -0.68 0.64 -0.35 -0.56
C 1.61746 0.77587 -3.55792 0.81 -0.51 0.55 0.47
O 0.96985 0.80325 -4.75653 0.39 -0.06 0.49 -0.32
C -0.16277 1.64804 -4.59847 -0.77 0.12 -0.51 -0.23
C 0.22933 2.52735 -3.45099 -0.39 0.94 0.23 -0.45
O 1.11177 1.70324 -2.70166 0.27 -0.67 -0.55 -0.10
H -0.35548 2.21462 -5.51127 0.13 -0.17 0.01 0.34
H -1.03641 1.02930 -4.37335 0.08 0.02 0.00 0.25
H 0.77005 3.42189 -3.77405 0.02 -0.08 0.04 0.24
H -0.62703 2.83016 -2.84626 0.21 -0.11 0.11 0.33
O 3.66839 4.46420 -3.30900 0.69 -0.70 -0.36 -0.54
C 4.53058 3.72181 -3.68823 -0.81 0.68 0.45 0.63
O 5.22368 2.87241 -2.88139 -0.29 0.50 -0.37 -0.26
C 5.97780 2.01590 -3.72770 0.39 -0.83 0.24 -0.23
C 6.11328 2.81716 -4.98634 0.59 -0.09 -0.65 -0.33
O 4.94230 3.62056 -4.98228 -0.28 0.01 0.54 -0.32
H 6.94348 1.77840 -3.27839 -0.17 0.11 0.12 0.30
H 5.41868 1.08780 -3.87976 -0.02 0.08 0.02 0.21
H 6.99077 3.47051 -4.97466 -0.07 -0.02 0.02 0.26
H 6.15082 2.18948 -5.87819 -0.14 0.18 0.03 0.29
O 0.45041 1.31126 -11.22545 0.43 -0.35 0.97 -0.53
C 0.89821 0.93274 -10.18080 -0.51 0.42 -1.16 0.63
O 1.96088 0.08895 -10.05924 -0.48 0.31 -0.03 -0.32
C 2.32027 0.06530 -8.68522 0.72 -0.35 0.30 -0.35
C 1.05201 0.46713 -7.99687 -0.23 -0.03 0.86 0.24
O 0.40956 1.28969 -8.96028 0.26 -0.11 -0.55 -0.33
H 2.65856 -0.92902 -8.38921 -0.03 0.07 -0.21 0.30
H 3.13149 0.78057 -8.51948 -0.07 -0.01 -0.01 0.28
H 0.40687 -0.38853 -7.77566 0.05 0.03 -0.02 0.20
H 1.23589 1.01962 -7.07522 -0.11 0.01 -0.21 -0.11
O 0.53078 0.76156 5.78104 0.75 0.40 -0.05 -0.53
C 1.64684 1.20628 5.75656 -0.43 -0.45 0.11 0.53
O 2.73351 0.52429 5.30869 -0.80 0.31 0.27 -0.16
C 3.80552 1.45307 5.22700 0.86 -0.11 -0.40 -0.25
C 3.40328 2.51857 6.19992 0.61 0.64 0.39 -0.41
O 1.98378 2.45611 6.17395 -0.41 -0.64 -0.31 -0.32
H 4.75135 0.97924 5.49420 -0.22 -0.15 -0.04 0.33
H 3.87252 1.82625 4.20061 -0.04 -0.02 0.05 0.21
H 3.74792 2.30919 7.21670 -0.06 -0.02 -0.07 0.28
H 3.75460 3.50816 5.90357 -0.24 -0.05 0.06 0.31
O 5.05277 -2.83751 5.35732 -0.13 -0.05 -1.05 -0.55
C 4.87896 -2.95889 4.17720 0.08 0.10 1.18 0.58
O 3.65904 -2.94121 3.57348 0.60 -0.09 0.33 -0.27
C 3.88738 -2.88400 2.17201 -0.58 0.14 -0.56 0.53
C 5.26276 -3.46019 2.02940 0.39 -0.31 -0.71 -0.38
O 5.87764 -3.13275 3.26738 -0.39 0.16 0.41 -0.32
H 3.13438 -3.46085 1.63118 0.13 0.13 0.35 -0.26
H 3.83489 -1.84043 1.84779 0.00 -0.06 0.00 0.07
H 5.25130 -4.54854 1.91686 -0.01 0.06 0.04 0.27
H 5.81328 -3.02343 1.19454 0.08 -0.01 0.22 0.33
```
Forces are in eV/Å.

Output
E_tot	-6277.0747	a.u.
structure (SMILES)	Nc1c(C[SH](=O)=O)c(Br)c2nsnc2c1CCOC=O.O=C1OCCO1.O=C1OCCO1.O=C1OCCO1.O=C1OCCO1.O=C1OCCO1.O=C1OCCO1
gap between HOMO and LUMO	6.730	eV